ORCA calculation (ωB97M-V/def2-TZVPD) on a 2-piece molecular cluster, C2H9NO overall at a distorted geometry.

Geometry as XYZ:
```
13
Properties=species:S:1:pos:R:3
C -1.900 0.905 -1.038
O -1.153 0.314 -2.088
C -0.698 -1.012 -1.615
H -2.682 0.210 -0.749
H -2.410 1.858 -1.222
H -1.162 1.258 -0.272
H -0.595 -1.632 -2.515
H -1.369 -1.337 -0.837
H 0.316 -0.760 -1.302
N 2.925 0.185 2.802
H 2.249 -0.338 2.281
H 2.725 0.722 3.623
H 3.754 -0.372 2.932
```

## Properties
- SMILES = COC.N
- E (eV) = -5756.075
- HOMO-LUMO gap (Ha) = 0.388
- energy relative to the best compared isomer or geometry (same formula, charge and spin) (kcal/mol) = 33.4
- lowest unoccupied orbital energy (eV) = 0.885